{
  "formula": "Br3OP",
  "method": "ωB97M-V/def2-TZVPD",
  "orbital_gap_ev": [8.01, 7.55],
  "homo_energy_ev": [-10.5496, -9.8314],
  "symbols": ["O", "P", "Br", "Br", "Br"],
  "positions_angstrom": [[0.550631, 2.286759, -0.861083], [0.006534, 0.049801, 0.005374], [1.682569, -0.992794, 0.947410], [-0.644520, -1.299422, -1.579594], [-1.595213, -0.044344, 1.487893]],
  "forces_ev_per_a": [[-0.691, -2.683, 0.742], [0.705, 2.572, -0.702], [-0.095, 0.017, -0.051], [0.044, 0.124, 0.062], [0.037, -0.030, -0.051]],
  "nbo_charge": [-0.4211, 0.7291, -0.1065, -0.0957, -0.1058]
}